# 1
The following is a quantum chemistry calculation of 6 unconnected molecules or ions with the total composition H12O6, from OMol25.

As for the frontier orbital gap: 11.921 eV. The LUMO energy comes out at 0.015 Ha. The energy above the lowest of the compared OMol25 structures with the same formula, charge and spin is 25.7 kcal/mol. As for the SMILES: O.O.O.O.O.O. As for the HOMO energy: -11.514 eV.

```
18
Properties=species:S:1:pos:R:3:forces:R:3:nbo_charge:R:1
H -1.23424 -0.41524 1.68604 1.69 0.27 1.09 0.49
O -1.87115 -0.59320 1.03050 -1.93 -0.39 -0.81 -0.96
H -1.11950 -0.12025 -1.49488 0.55 0.05 -0.78 0.50
H 2.75656 1.02216 -0.59987 -0.05 -0.25 -0.09 0.47
H 2.49907 -0.50540 -0.87007 1.18 1.37 0.80 0.49
H -0.32852 -2.44441 -0.82952 -1.24 -2.04 0.67 0.47
O 3.11051 0.14578 -0.39958 -1.20 -1.18 -0.72 -0.96
O 0.70076 -0.57981 1.40776 0.03 1.78 -0.57 -1.00
O -1.67413 0.68214 -1.57745 1.85 -0.04 -1.09 -0.94
H 0.37123 2.66523 0.26349 -0.53 -0.14 -0.60 0.49
H -2.29565 0.37715 -0.96581 -2.26 -0.16 1.79 0.48
H 0.35753 -1.21584 -0.32954 -0.53 -1.31 -2.17 0.50
O 0.09939 -1.72427 -1.21921 1.79 3.50 1.77 -0.99
H 0.48604 0.35968 1.10491 -0.43 -0.87 0.07 0.51
H -0.71744 1.60474 -0.54140 1.05 0.79 1.02 0.53
H -2.66582 -0.68189 1.56517 -0.31 -0.09 -0.26 0.47
O -0.11353 1.83216 0.26296 -0.39 -0.67 -0.34 -1.04
H 1.63889 -0.40873 1.50652 0.74 -0.64 0.21 0.49
```
Positions in Å, forces in eV/Å.

# 2
The following is a quantum chemistry calculation of a molecular structure, C19H35N3OP2RhS4, from OMol25.

As for the frontier orbital gap (spin up / spin down): 6.873 / 5.982 eV. The expectation value of S² is 6.0162. The LUMO energy (spin up / spin down) comes out at -0.306 / -0.395 Ha. The energy above the lowest of the compared OMol25 structures with the same formula, charge and spin is 20.5 kcal/mol. The multiplicity is 5. As for the HOMO energy (spin up / spin down): -15.197 / -16.738 eV. Its net charge is +3.

```
65
Properties=species:S:1:pos:R:3:forces:R:3:nbo_charge:R:1
H -0.29206 -7.00397 -0.65832 0.01 0.00 -0.01 0.25
C -2.08321 -4.35227 -1.75679 -0.06 -0.03 0.05 -0.20
H -3.79354 -2.25590 0.46671 -0.02 0.00 -0.02 0.28
C 1.80197 -2.92411 1.49237 0.07 0.08 -0.06 -0.95
H -1.29491 5.80414 3.91157 0.01 0.01 0.00 0.27
H -3.16299 -0.46932 -2.88656 -0.02 -0.02 0.01 0.26
C -2.01885 4.68242 2.23373 0.04 -0.07 -0.05 -0.22
H 2.73760 0.83640 4.10817 0.01 -0.01 0.02 0.27
H -4.18284 -0.76694 -0.40124 0.00 0.02 0.01 0.27
C 3.69646 0.21691 0.60900 0.01 -0.16 -0.06 -0.82
C -2.88180 -1.50515 -2.69898 0.06 0.06 -0.07 -0.96
P -2.03374 -1.63054 -1.10007 -0.09 -0.01 0.13 0.93
H -2.37039 5.57060 1.70791 0.01 0.02 0.00 0.23
C -0.07516 -4.99406 0.05042 -0.06 -0.04 0.02 -0.17
Rh -0.15148 -0.10957 -0.24393 0.01 0.16 0.54 0.76
N 0.48027 2.21746 -3.93606 0.01 0.08 -0.16 -0.50
H -3.04539 -0.72424 0.95165 0.01 -0.04 0.02 0.24
C -0.51509 -3.67749 -0.04823 0.10 -0.02 0.02 -0.41
S 0.81545 -0.23213 -3.33495 -0.07 0.01 0.05 0.39
S 2.58432 0.99421 1.77143 -0.47 0.15 -0.08 1.24
H 2.20139 -2.19275 2.18925 0.03 0.01 0.01 0.25
H 1.10997 0.01258 -5.68770 0.02 0.02 -0.02 0.26
H 2.48590 -3.06022 0.65579 0.00 0.00 0.00 0.26
H 2.55907 2.25309 -4.16726 0.01 0.01 0.01 0.23
H 0.07527 3.14664 -3.94088 0.03 0.01 0.02 0.45
H -2.10258 3.16008 0.71301 0.02 0.02 0.05 0.42
C -1.52837 -3.35516 -0.95799 0.00 -0.05 -0.12 -0.29
C -3.38382 -1.31431 0.09989 -0.03 -0.02 -0.02 -0.96
H 1.65308 2.37426 -5.68547 -0.03 -0.03 -0.02 0.27
H 1.15212 5.59499 3.21082 0.00 -0.01 0.01 0.25
H 0.70800 -5.26742 0.74297 0.01 -0.01 0.01 0.23
H 4.09225 -0.71352 1.01239 -0.02 -0.03 -0.05 0.25
C 0.31354 5.48061 2.52851 0.04 -0.05 -0.05 -0.23
H -0.59075 -1.34804 3.01639 0.03 0.00 -0.02 0.26
H -2.86592 -4.12548 -2.46714 0.00 0.01 -0.01 0.23
H -1.85189 -2.35515 2.26223 -0.01 0.02 0.00 0.25
H 1.68271 -3.87091 2.01848 0.03 0.00 0.02 0.26
H 0.15656 6.43041 2.01606 0.00 0.02 0.01 0.23
H -2.07470 -6.43124 -2.27230 -0.01 0.00 0.00 0.25
H -2.87366 4.20331 2.70507 0.00 -0.01 0.00 0.24
H -2.24408 -1.85683 -3.50957 0.00 0.01 0.02 0.26
C 1.68883 1.88664 -4.71394 -0.06 -0.04 0.05 -0.24
N -1.46458 3.73090 1.24470 -0.08 0.02 -0.08 -0.54
H 3.46779 -0.59526 3.30836 -0.01 -0.01 0.03 0.25
H 2.68465 -0.05479 -4.86666 0.00 0.01 0.00 0.28
H 1.65198 4.40605 1.21882 0.00 0.01 0.01 0.44
N 0.69124 4.46463 1.52114 0.02 0.08 0.02 -0.53
C -1.63980 -5.66327 -1.64743 -0.03 0.05 -0.02 -0.16
H 4.50514 0.91214 0.39008 0.05 -0.01 0.01 0.27
H -3.79443 -2.10203 -2.66993 0.00 -0.01 -0.03 0.27
H 3.12054 0.02314 -0.29808 0.06 0.07 0.02 0.24
O 1.25630 0.22608 1.70773 0.19 -0.09 -0.19 -1.04
C 0.00760 1.28019 -3.16397 -0.11 0.01 0.07 -0.05
C 3.35789 0.48677 3.28583 0.06 0.04 0.10 -0.81
C -0.94029 5.01905 3.24668 -0.01 -0.02 -0.01 -0.44
H -0.71761 4.14158 3.85625 -0.01 0.01 0.02 0.23
C -0.78841 -2.27534 2.47872 0.04 0.00 0.04 -0.95
S 0.42045 2.58781 -0.32349 0.24 0.15 0.17 -0.05
S -1.26843 1.49821 -2.03124 0.02 -0.02 -0.25 0.08
C -0.18539 3.68247 0.92885 -0.08 -0.17 -0.10 0.38
C 1.68338 0.36576 -4.83300 0.06 0.00 -0.03 -0.52
H 4.33357 0.97281 3.33065 0.02 -0.02 0.03 0.27
C -0.63885 -5.98327 -0.74528 0.04 0.02 0.06 -0.15
H -0.50302 -3.11645 3.11273 -0.05 -0.02 0.00 0.27
P 0.18270 -2.33522 0.94211 -0.07 -0.14 -0.12 0.98
```
Positions in Å, forces in eV/Å.

# 3
The following is a quantum chemistry calculation of 4 unconnected molecules or ions with the total composition C26H60BO2, from OMol25.

As for the frontier orbital gap: 7.376 eV. The LUMO energy comes out at 0.093 Ha. As for the HOMO energy: -4.832 eV. Its net charge is -1.

```
89
Properties=species:S:1:pos:R:3:forces:R:3:mulliken_charge:R:1
H 6.79244 1.61454 2.81128 -0.01 -0.02 0.03 0.33
H -2.30572 1.17619 0.53078 0.21 -0.29 0.08 -0.25
C 6.25759 3.72115 4.68767 0.05 -0.10 0.07 -0.40
H -2.83092 4.80607 1.45778 -0.10 0.26 0.35 0.12
C -3.85963 1.29919 1.99392 0.07 -0.64 0.22 -1.69
C -6.70641 -0.01250 -3.48168 0.13 -0.03 0.08 -1.11
C -7.21181 -4.53020 -1.95058 -0.02 0.08 0.10 -1.19
C -3.24758 3.06826 0.30605 0.01 -0.07 0.83 -0.74
O 2.06083 1.42273 -1.09008 0.89 -0.49 -2.44 -0.63
C 5.69974 3.08858 1.68889 -0.14 0.00 -0.01 -0.50
H 7.89202 2.56341 5.52213 0.01 -0.03 -0.03 0.29
H 3.74195 -3.55561 -3.14431 0.01 0.02 0.00 0.37
H 6.39992 3.90622 1.88880 0.03 -0.04 0.03 0.29
H 3.59452 2.85583 1.23883 -0.09 0.06 0.03 -0.07
H -3.70283 0.95172 -1.38378 -0.07 -0.25 -0.32 0.40
C 1.62256 0.39805 0.99750 -0.39 0.48 0.26 -0.69
C 2.59315 -4.12954 -1.42802 -0.01 0.05 0.00 -0.68
H -7.20361 -4.82255 -0.89934 0.01 -0.03 -0.02 0.37
H -0.96415 5.31823 -0.13334 -0.21 -0.12 -0.33 -0.27
H -9.04812 -3.43350 -1.79055 0.00 0.03 0.02 0.35
H -0.12642 4.62752 1.48969 0.13 0.07 0.00 -0.32
H -2.17388 3.33985 2.15676 0.02 -0.09 0.29 0.21
C -0.09759 3.09146 -0.25246 -0.14 1.52 -0.23 -0.50
H -7.65958 -0.08215 -2.95509 -0.01 0.02 -0.01 0.27
H 5.87557 4.03147 5.66422 -0.01 0.03 -0.02 0.38
H -0.72546 2.23374 -0.50278 0.11 -0.38 0.23 0.08
H 3.22166 -3.88123 0.62844 -0.01 0.03 -0.02 0.25
H 8.29712 4.25144 5.19706 0.03 -0.03 0.01 0.38
C -8.10303 -2.80732 -3.60803 0.00 0.04 -0.01 -0.70
C -4.22169 0.92870 -0.43103 0.52 0.29 0.20 -1.66
H -4.00047 0.22807 2.13237 -0.04 -0.25 0.04 0.47
H -7.62072 -2.45827 -1.52656 0.00 0.02 -0.02 0.22
H 5.11930 -3.28068 -0.42596 -0.01 -0.04 -0.01 0.25
C 4.28752 -1.51236 -1.33577 0.15 -0.13 0.07 -0.66
H -4.27037 3.43048 0.43288 -0.30 0.07 -0.19 0.55
O 1.10744 2.64958 0.48414 -0.76 -0.16 0.54 -0.34
H -5.74601 -1.66419 -2.48984 0.01 -0.02 0.00 0.09
C -6.75491 -2.45068 -4.23826 0.03 -0.02 0.03 -0.81
C 7.74128 3.38929 4.82307 -0.04 0.14 -0.01 -1.19
H 1.51411 -0.55943 0.51423 0.24 -0.28 -0.20 0.27
H 6.02876 2.62994 0.75203 0.02 0.01 0.01 0.37
H 8.18041 3.10876 3.86465 0.00 -0.02 0.00 0.28
C 4.86756 -2.92135 -1.42821 -0.05 0.11 -0.10 -0.45
H -8.56405 -3.60336 -4.20273 -0.01 -0.01 0.02 0.38
H -2.99727 3.17825 -0.74793 0.15 0.18 -0.20 0.30
H 4.45350 -4.86964 -2.23822 -0.03 -0.01 0.00 0.32
C 2.69266 -4.61666 0.01706 -0.03 -0.11 -0.07 -0.27
C -3.31462 1.56918 0.61768 -0.31 0.51 -0.52 1.55
H -3.19060 1.61708 2.77611 0.17 0.31 0.30 0.40
H -6.10054 0.73551 -2.96953 -0.04 0.03 -0.01 0.30
H -8.77793 -1.95007 -3.68019 0.01 0.01 -0.01 0.30
H -6.13051 -3.34670 -4.29850 -0.02 -0.01 0.00 0.32
H -5.10211 1.55565 -0.52050 -0.40 -0.02 -0.07 0.28
H 4.28224 4.37652 0.68249 -0.11 -0.01 -0.01 0.43
C 3.37174 -5.97700 0.15088 0.00 0.09 0.11 -1.27
H 3.36241 -1.49307 -0.76130 0.00 0.07 -0.01 -0.12
C 4.29264 3.65035 1.49509 0.31 0.01 -0.02 -0.84
C 3.93656 -3.91124 -2.12762 0.04 -0.06 0.04 -0.76
H -6.92930 -2.13606 -5.27251 0.01 0.01 0.00 0.37
H -4.82972 1.75809 2.14075 -0.28 0.30 0.01 0.31
C 5.78269 2.03745 2.79548 0.08 0.02 -0.01 -0.56
H 4.36288 2.83144 4.21035 0.00 -0.01 -0.02 0.31
H 3.92904 4.15285 2.39179 -0.06 -0.01 -0.01 0.29
C -5.97812 -1.35283 -3.51157 -0.06 0.05 -0.09 -0.15
H 4.07227 -1.10763 -2.32572 -0.04 0.02 0.02 0.30
H 2.01434 -4.85593 -2.00837 -0.01 -0.01 0.02 0.39
C -8.03008 -3.25759 -2.14923 -0.02 -0.11 -0.06 -0.31
H 4.99507 -0.84216 -0.84571 -0.06 0.07 -0.01 0.38
B -0.86516 4.30814 0.55901 0.16 -0.25 0.76 0.52
H 0.78583 0.57052 1.65851 -0.20 -0.13 0.34 0.35
H 2.82888 -6.73878 -0.41322 0.03 -0.01 -0.03 0.30
H 3.40259 -6.29136 1.19572 0.00 -0.04 -0.02 0.38
H 5.81042 -2.88201 -1.98168 0.01 -0.03 0.02 0.35
H -4.51457 -0.07763 -0.15534 -0.06 -0.34 -0.14 0.43
H 2.01645 -3.20144 -1.44910 0.01 0.00 -0.01 0.29
C -2.31504 3.87991 1.22592 0.28 0.06 -1.08 -1.02
H 1.68222 -4.68522 0.42850 0.01 0.03 0.02 0.36
H -6.17446 -4.39489 -2.25897 0.00 -0.01 -0.01 0.28
H 5.11359 1.20804 2.54440 -0.01 0.01 -0.02 0.25
H -6.89969 0.34500 -4.49581 -0.05 0.00 0.01 0.32
C 5.41721 2.54525 4.19176 -0.05 0.00 -0.02 -0.71
H 4.40015 -5.95210 -0.21272 0.00 -0.01 -0.02 0.29
H 5.51613 1.71510 4.89986 0.01 0.02 0.02 0.38
H -7.63413 -5.35702 -2.52631 0.03 0.00 -0.03 0.30
H 2.52677 0.45742 1.59252 0.26 -0.16 0.08 -0.01
H -5.01624 -1.21920 -4.01277 0.02 -0.02 0.03 0.38
H 6.13332 4.58034 4.02407 -0.03 -0.01 -0.01 0.25
C 1.61648 1.53091 -0.00058 -0.21 -0.11 1.50 0.73
H 0.25152 3.48770 -1.19930 0.23 -0.09 -0.32 0.16
```
Positions in Å, forces in eV/Å.